<one>
{"formula": "C4H8O3", "method": "ωB97M-V with the def2-TZVPD basis set", "spin_multiplicity": 2, "total_charge": -1, "e_lumo_ev": [3.329, 3.191], "homo_energy_ev": [0.41, -3.24], "gap_ev": [2.9153, 6.4270], "symbols": ["O", "O", "O", "C", "C", "C", "C", "H", "H", "H", "H", "H", "H", "H", "H"], "positions_angstrom": [[1.14, -0.60, 2.81], [2.10, -1.28, -1.59], [-2.09, 2.06, 0.24], [0.20, -0.47, -0.35], [-1.15, 0.14, -0.93], [1.36, -0.36, -1.28], [-2.03, 0.79, 0.08], [0.16, -1.50, -0.04], [1.83, 0.02, 3.08], [0.53, 0.18, 0.47], [-0.82, 0.91, -1.63], [1.59, -1.44, 2.73], [-1.62, -0.69, -1.47], [1.54, 0.65, -1.69], [-2.53, 0.11, 0.79]], "mulliken_charge": [-0.67, -0.48, -0.72, -0.35, -0.57, -0.11, -0.45, 0.27, 0.32, 0.19, 0.33, 0.33, 0.27, 0.33, 0.30]}



<two>
{"formula": "C4H8O3", "method": "ωB97M-V with the def2-TZVPD basis set", "spin_multiplicity": 2, "total_charge": -1, "e_lumo_ev": [3.766, 3.722], "homo_energy_ev": [-0.17, -3.69], "gap_ev": [3.9352, 7.4102], "symbols": ["O", "O", "O", "C", "C", "C", "C", "H", "H", "H", "H", "H", "H", "H", "H"], "positions_angstrom": [[-1.76, 0.18, -3.10], [0.80, 0.51, -1.81], [-0.15, 0.37, 2.98], [1.28, 0.80, -0.65], [1.18, -0.13, 0.53], [-0.22, -0.70, 0.88], [-0.73, -0.42, 2.27], [-0.96, -0.03, -2.57], [-1.64, 1.13, -3.21], [-0.35, -1.79, 0.70], [1.66, 1.82, -0.44], [-1.70, -0.87, 2.54], [1.85, -1.01, 0.36], [1.62, 0.37, 1.40], [-0.87, -0.23, 0.12]], "mulliken_charge": [-0.71, -0.79, -0.50, -0.59, -0.35, -0.32, 0.02, 0.39, 0.30, 0.32, 0.34, 0.34, 0.19, 0.27, 0.07]}



Which is most stable? The ranking, best first, is <two>, <one>.



<one>
{"formula": "C18H24N2O4S", "method": "ωB97M-V with the def2-TZVPD basis set", "smiles": "Cc1ccc(S(=O)(=O)N=C=O)cc1.C1=C(N2CCOCC2)CCCC1", "spin_multiplicity": 1, "total_charge": 0, "e_lumo_ev": -0.150, "homo_energy_ev": -7.11, "gap_ev": 6.9609, "symbols": ["S", "O", "O", "O", "O", "N", "N", "C", "C", "C", "C", "C", "C", "C", "C", "C", "C", "C", "C", "C", "C", "C", "C", "C", "C", "H", "H", "H", "H", "H", "H", "H", "H", "H", "H", "H", "H", "H", "H", "H", "H", "H", "H", "H", "H", "H", "H", "H", "H"], "positions_angstrom": [[5.72, -3.56, 3.03], [6.63, -2.45, 3.12], [-2.34, -0.98, 2.39], [6.03, -4.74, 2.28], [4.43, -0.44, 2.02], [4.18, -2.83, 2.22], [0.29, -0.63, 1.60], [4.25, -1.61, 2.07], [-1.65, 0.15, 2.94], [5.25, -3.96, 4.70], [-0.44, 0.52, 2.10], [4.53, -4.63, 7.30], [1.68, 1.01, 0.44], [2.97, -1.36, -0.89], [-0.19, -2.00, 1.73], [5.56, -3.70, 7.06], [1.41, -0.41, 0.85], [2.97, 0.05, -1.52], [3.90, -5.24, 6.21], [4.12, -4.96, 8.70], [4.26, -4.92, 4.90], [5.93, -3.36, 5.76], [2.92, 1.14, -0.46], [2.26, -1.43, 0.42], [-1.53, -2.15, 2.45], [3.78, -4.08, 9.25], [-1.31, -0.04, 3.98], [3.12, -5.97, 6.39], [4.01, -1.71, -0.79], [1.84, 1.66, 1.32], [6.72, -2.64, 5.57], [3.79, -5.40, 4.05], [3.30, -5.69, 8.69], [0.80, 1.42, -0.09], [4.96, -5.40, 9.27], [6.07, -3.24, 7.90], [-1.33, -2.43, 3.51], [2.09, 0.13, -2.17], [2.17, -2.43, 0.84], [0.56, -2.62, 2.26], [3.85, 0.18, -2.17], [3.81, 1.08, 0.17], [2.91, 2.13, -0.94], [-2.38, 0.97, 2.91], [2.48, -2.06, -1.58], [-0.32, -2.44, 0.72], [-0.81, 1.13, 1.26], [0.23, 1.15, 2.71], [-2.12, -2.94, 1.95]], "mulliken_charge": [1.26, -0.62, -0.40, -0.59, -0.50, -0.53, 0.19, 0.93, -0.77, 0.25, -0.39, 0.87, -0.76, -0.73, -0.45, -0.55, 1.36, -0.76, -0.69, -1.32, -0.60, -0.41, -0.97, -1.55, -0.69, 0.32, 0.35, 0.28, 0.23, 0.32, 0.46, 0.39, 0.34, 0.44, 0.32, 0.38, 0.32, 0.28, 0.69, 0.26, 0.37, 0.27, 0.45, 0.34, 0.32, 0.38, 0.30, 0.30, 0.32]}



<two>
{"formula": "C18H24N2O4S", "method": "ωB97M-V with the def2-TZVPD basis set", "smiles": "CCOCCCNC(=O)c1ccccc1NC(=O)C1=C(C)OCCS1", "spin_multiplicity": 1, "total_charge": 0, "e_lumo_ev": 0.684, "homo_energy_ev": -7.80, "gap_ev": 8.4802, "symbols": ["S", "O", "O", "O", "O", "N", "N", "C", "C", "C", "C", "C", "C", "C", "C", "C", "C", "C", "C", "C", "C", "C", "C", "C", "C", "H", "H", "H", "H", "H", "H", "H", "H", "H", "H", "H", "H", "H", "H", "H", "H", "H", "H", "H", "H", "H", "H", "H", "H"], "positions_angstrom": [[0.81, 0.88, -3.56], [1.51, -1.39, -2.07], [1.90, 3.28, -1.83], [-2.76, -0.48, 0.77], [-0.09, 0.77, 2.06], [-1.51, -0.53, 3.23], [1.00, -0.54, 0.00], [0.52, 2.67, -3.73], [1.74, 3.41, -3.22], [2.29, 2.11, 0.17], [0.82, -3.90, 2.46], [0.24, -1.60, 2.01], [-2.10, 0.75, -1.27], [-2.44, 0.54, 3.54], [-3.76, 0.37, 2.78], [1.80, 2.05, -1.25], [0.91, -1.68, 0.77], [1.47, -2.90, 0.38], [-2.66, -0.53, -0.63], [-0.45, -0.35, 2.41], [1.36, 0.94, -1.86], [0.23, -2.72, 2.85], [-3.59, 0.55, 1.27], [1.32, -0.44, -1.33], [1.43, -4.00, 1.21], [-1.76, 0.52, -2.27], [0.68, 0.29, 0.49], [-1.26, 1.12, -0.68], [2.64, 3.03, -3.73], [-3.64, -0.76, -1.07], [2.92, 2.99, 0.27], [-3.14, 1.53, 1.07], [-1.95, 1.47, 3.26], [1.65, 4.48, -3.40], [1.46, 2.21, 0.87], [-1.88, -1.46, 3.32], [-0.21, -2.65, 3.83], [-2.63, 0.54, 4.61], [-4.47, 1.12, 3.14], [1.88, -4.92, 0.90], [2.86, 1.22, 0.43], [-0.37, 2.94, -3.16], [-1.98, -1.36, -0.82], [-2.86, 1.52, -1.33], [-4.17, -0.62, 2.97], [0.81, -4.76, 3.12], [-4.57, 0.51, 0.78], [1.95, -2.96, -0.58], [0.36, 2.86, -4.79]], "mulliken_charge": [-0.06, -0.73, -0.43, -0.23, -0.80, -0.12, 0.37, -0.53, -0.57, -1.29, -0.83, 0.65, -0.99, -0.81, -0.80, 0.95, 0.07, -0.71, -0.65, 0.44, 0.02, -0.43, -0.48, 0.11, -0.59, 0.39, 0.04, 0.22, 0.32, 0.41, 0.44, 0.29, 0.37, 0.34, 0.16, 0.29, 0.55, 0.35, 0.38, 0.41, 0.37, 0.25, 0.31, 0.48, 0.31, 0.40, 0.43, 0.49, 0.44]}



Which is most stable? The ranking, best first, is <two>, <one>.



<one>
{"formula": "C3H6O4", "method": "ωB97M-V with the def2-TZVPD basis set", "spin_multiplicity": 2, "total_charge": -1, "e_lumo_ev": [4.175, 4.136], "homo_energy_ev": [-3.53, -3.93], "gap_ev": [7.7037, 8.0701], "symbols": ["O", "O", "O", "O", "C", "C", "C", "H", "H", "H", "H", "H", "H"], "positions_angstrom": [[2.56, 1.95, 0.02], [1.67, 1.22, 1.91], [3.02, -0.13, 0.75], [0.62, 0.18, -0.22], [2.17, 0.80, 0.68], [-0.18, -1.90, 0.67], [-0.39, -0.44, 0.50], [0.51, -2.44, 0.01], [-1.37, -0.28, 0.00], [-0.92, -2.49, 1.21], [-0.64, -0.05, 1.52], [1.49, 0.41, 2.42], [3.28, 1.71, -0.57]], "mulliken_charge": [-0.52, -0.55, -0.77, -0.59, 0.76, -0.81, -0.26, 0.32, 0.27, 0.34, 0.20, 0.31, 0.30]}



<two>
{"formula": "C3H6O4", "method": "ωB97M-V with the def2-TZVPD basis set", "spin_multiplicity": 2, "total_charge": -1, "e_lumo_ev": [4.150, 4.058], "homo_energy_ev": [-0.42, -4.21], "gap_ev": [4.5740, 8.2720], "symbols": ["O", "O", "O", "O", "C", "C", "C", "H", "H", "H", "H", "H", "H"], "positions_angstrom": [[1.38, 0.13, -0.98], [0.36, 0.41, 1.03], [-0.54, 1.32, -0.79], [-1.44, -0.86, -2.11], [0.60, 0.84, -0.28], [-1.83, 0.02, -1.13], [1.48, -0.06, 1.74], [-1.93, -0.44, -0.14], [-0.71, -1.40, -1.72], [2.33, 0.63, 1.66], [1.80, -1.05, 1.37], [-2.69, 0.62, -1.45], [1.18, -0.16, 2.79]], "mulliken_charge": [-0.61, -0.11, -0.32, -0.49, -0.06, -0.27, -0.64, 0.21, 0.34, 0.27, 0.24, 0.23, 0.21]}



Which is most stable? The ranking, best first, is <one>, <two>.